#i
Formula: C5H13NS
Source: the Open Molecules 2025 dataset
Level of theory: wB97M-V/def2-TZVPD

Geometry (Å):
C1 2.03 2.16 -0.46
C2 1.06 0.96 -0.21
C3 -0.27 1.08 -0.99
C4 -1.45 0.10 -0.71
S1 -1.47 -0.77 0.92
C5 -0.36 -2.20 0.87
N1 1.65 -0.34 -0.31
H1 1.90 2.54 -1.48
H2 3.02 1.75 -0.26
H3 1.78 3.00 0.18
H4 0.85 1.03 0.88
H5 -0.66 2.08 -0.93
H6 0.06 0.84 -2.01
H7 -1.58 -0.64 -1.51
H8 -2.32 0.77 -0.65
H9 0.65 -1.89 1.16
H10 -0.28 -2.60 -0.16
H11 -0.80 -2.93 1.53
H12 1.77 -0.83 -1.18
H13 2.29 -0.59 0.42

* net charge: +1
* spin multiplicity: 2
* ⟨S²⟩: 0.75
* Kohn-Sham gap (alpha / beta): 10.1 / 4.9 eV

=====

#ii
Formula: C5H13NS
Source: the Open Molecules 2025 dataset
Level of theory: wB97M-V/def2-TZVPD

Geometry (Å):
C1 -1.41 2.26 1.90
N1 -1.43 1.04 1.11
C2 -0.63 0.92 -0.08
C3 -0.88 -0.42 -0.84
C4 0.29 -1.08 -1.59
S1 1.52 -1.95 -0.48
C5 0.89 1.07 0.38
H1 -0.49 2.23 2.49
H2 -1.41 3.12 1.23
H3 -2.24 2.22 2.59
H4 -2.36 0.64 0.96
H5 -0.95 1.78 -0.68
H6 -1.25 -1.14 -0.11
H7 -1.68 -0.23 -1.56
H8 -0.11 -1.87 -2.20
H9 0.83 -0.34 -2.17
H10 0.84 -3.11 -0.61
H11 1.15 2.11 0.61
H12 1.00 0.43 1.24
H13 1.47 0.91 -0.52

* net charge: +1
* spin multiplicity: 2
* ⟨S²⟩: 0.75
* Kohn-Sham gap (alpha / beta): 9.5 / 4.7 eV

=====

It is #ii that is the least stable of them.

=====

#i
Formula: C4H6BrNO
Source: the Open Molecules 2025 dataset
Level of theory: wB97M-V/def2-TZVPD

Geometry (Å):
C1 -1.79 0.26 -0.23
C2 -0.71 0.75 0.65
O1 0.27 -0.34 0.74
C3 1.44 -0.37 -0.37
Br1 2.48 1.25 -0.19
C4 2.19 -1.57 -0.15
N1 3.01 -2.35 -0.12
H1 -1.37 -0.36 -1.09
H2 -2.40 -0.57 0.30
H3 -2.44 1.04 -0.61
H4 -1.25 0.76 1.60
H5 -0.23 1.73 0.68
H6 0.80 -0.24 -1.20

* spin multiplicity: 1
* Kohn-Sham gap: 10.9 eV

=====

#ii
Formula: C4H6BrNO
Source: the Open Molecules 2025 dataset
Level of theory: wB97M-V/def2-TZVPD

Geometry (Å):
C1 0.01 2.15 -0.10
C2 1.44 -1.20 -0.40
C3 -1.50 -0.15 0.86
C4 0.06 0.74 -0.37
N1 -0.17 3.26 0.13
O1 1.22 0.17 -0.07
Br1 -2.56 -1.27 -0.30
H1 1.10 -1.75 0.45
H2 2.54 -1.06 -0.59
H3 0.91 -1.42 -1.25
H4 -1.90 0.76 1.36
H5 -0.87 -0.55 1.69
H6 -0.29 0.33 -1.40

* spin multiplicity: 1
* Kohn-Sham gap: 9.3 eV

=====

#iii
Formula: C4H6BrNO
Source: the Open Molecules 2025 dataset
Level of theory: wB97M-V/def2-TZVPD

Geometry (Å):
C1 -0.91 -1.47 -1.37
C2 0.10 -0.57 -1.35
Br1 0.45 0.36 -2.89
C3 1.01 -0.30 -0.16
N1 0.78 -1.17 1.00
C4 0.40 -0.74 2.27
O1 0.25 0.45 2.50
H1 -1.35 -1.59 -2.31
H2 -1.29 -1.98 -0.49
H3 2.01 -0.34 -0.52
H4 0.89 0.67 0.26
H5 0.97 -2.18 0.88
H6 0.41 -1.40 3.07

* spin multiplicity: 1
* Kohn-Sham gap: 10.2 eV

=====

It is #ii that is the least stable of them.

=====

#i
Formula: C22H32N2O4
Source: the Open Molecules 2025 dataset
Level of theory: wB97M-V/def2-TZVPD

Geometry (Å):
C1 0.16 -5.06 2.62
O1 0.43 -5.05 1.22
C2 -0.18 -5.96 0.46
O2 -0.94 -6.79 0.89
C3 0.21 -5.79 -0.99
C4 -1.04 -5.74 -1.88
C5 -1.98 -4.61 -1.46
C6 -3.14 -4.48 -2.46
N1 -1.23 -3.38 -1.25
C7 -0.77 -2.69 -2.43
C8 0.35 -1.72 -2.06
C9 -0.15 -0.72 -1.02
O3 0.95 0.09 -0.65
C10 0.76 1.26 0.01
C11 -0.47 1.84 0.30
C12 -0.52 3.05 0.97
C13 0.64 3.72 1.34
C14 0.51 4.99 2.10
O4 -0.25 5.10 3.05
N2 1.29 6.02 1.70
C15 2.01 6.15 0.45
C16 1.86 7.63 0.10
C17 1.93 8.29 1.48
C18 1.16 7.31 2.37
C19 1.87 3.13 1.06
C20 1.93 1.92 0.40
C21 -0.71 -1.49 0.18
C22 -1.80 -2.45 -0.30
H1 0.07 -4.02 2.94
H2 0.99 -5.54 3.14
H3 -0.76 -5.60 2.82
H4 0.78 -4.87 -1.08
H5 0.83 -6.64 -1.27
H6 -0.73 -5.63 -2.92
H7 -1.58 -6.69 -1.79
H8 -2.40 -4.88 -0.49
H9 -3.72 -5.41 -2.47
H10 -2.78 -4.30 -3.47
H11 -3.80 -3.67 -2.17
H12 -1.59 -2.11 -2.92
H13 -0.40 -3.42 -3.15
H14 0.71 -1.20 -2.94
H15 1.18 -2.28 -1.62
H16 -0.94 -0.10 -1.47
H17 -1.40 1.36 0.02
H18 -1.48 3.49 1.21
H19 1.59 5.48 -0.31
H20 3.07 5.91 0.59
H21 2.63 7.98 -0.57
H22 0.88 7.81 -0.35
H23 1.49 9.28 1.50
H24 2.97 8.36 1.81
H25 1.57 7.25 3.38
H26 0.10 7.57 2.45
H27 2.78 3.61 1.37
H28 2.87 1.45 0.18
H29 -1.11 -0.81 0.93
H30 0.10 -2.07 0.62
H31 -2.64 -1.87 -0.73
H32 -2.19 -3.02 0.55

* spin multiplicity: 1
* Kohn-Sham gap: 9.2 eV

=====

#ii
Formula: C22H32N2O4
Source: the Open Molecules 2025 dataset
Level of theory: wB97M-V/def2-TZVPD

Geometry (Å):
C1 -7.08 -2.22 1.05
O1 -6.00 -1.60 1.72
C2 -6.15 -0.20 1.83
C3 -6.08 0.56 0.51
O2 -6.93 1.38 0.21
N1 -5.03 0.28 -0.30
C4 -3.95 -0.63 0.01
C5 -2.67 -0.21 -0.72
C6 -2.55 1.32 -0.71
O3 -1.34 1.76 -1.30
C7 -0.18 1.72 -0.59
C8 0.95 2.19 -1.28
C9 2.18 2.21 -0.67
C10 2.33 1.75 0.63
C11 3.66 1.84 1.33
O4 3.91 2.78 2.06
N2 4.54 0.84 1.10
C12 5.84 0.91 1.73
C13 4.24 -0.30 0.25
C14 5.01 -0.26 -1.08
C15 4.55 -1.40 -1.97
C16 4.77 -2.74 -1.28
C17 4.04 -2.78 0.06
C18 4.50 -1.63 0.95
C19 1.22 1.30 1.32
C20 -0.03 1.27 0.72
C21 -3.70 1.92 -1.54
C22 -4.91 0.98 -1.56
H1 -8.02 -2.05 1.59
H2 -7.18 -1.85 0.03
H3 -6.86 -3.28 1.04
H4 -7.12 0.05 2.29
H5 -5.36 0.14 2.50
H6 -4.22 -1.65 -0.28
H7 -3.77 -0.63 1.09
H8 -1.81 -0.67 -0.23
H9 -2.68 -0.55 -1.76
H10 -2.62 1.68 0.33
H11 0.82 2.54 -2.29
H12 3.04 2.58 -1.21
H13 6.63 0.77 0.99
H14 5.93 1.91 2.17
H15 5.94 0.17 2.52
H16 3.17 -0.25 0.02
H17 4.84 0.70 -1.57
H18 6.08 -0.35 -0.89
H19 3.49 -1.27 -2.20
H20 5.10 -1.38 -2.92
H21 4.41 -3.55 -1.92
H22 5.83 -2.90 -1.12
H23 2.96 -2.69 -0.11
H24 4.22 -3.73 0.55
H25 3.97 -1.66 1.90
H26 5.57 -1.75 1.15
H27 1.32 0.96 2.34
H28 -0.87 0.91 1.29
H29 -3.98 2.89 -1.12
H30 -3.33 2.08 -2.55
H31 -4.81 0.24 -2.36
H32 -5.83 1.55 -1.72

* spin multiplicity: 1
* Kohn-Sham gap: 9.1 eV

=====

It is #ii that is the least stable of them.

=====

#i
Formula: C23H26N2O6
Source: the Open Molecules 2025 dataset
Level of theory: wB97M-V/def2-TZVPD

Geometry (Å):
C1 -1.77 -2.77 1.20
C2 -0.70 -2.39 2.22
N1 0.25 -1.46 1.65
C3 -0.10 -0.15 1.51
C4 0.70 0.78 0.94
C5 0.24 2.20 0.84
O1 0.90 3.14 1.24
N2 -0.99 2.36 0.28
C6 -1.56 3.69 0.22
C7 -1.68 1.33 -0.39
C8 -1.09 0.69 -1.47
C9 -1.74 -0.32 -2.15
C10 -3.03 -0.69 -1.77
O2 -3.60 -1.69 -2.49
C11 -4.89 -2.14 -2.14
C12 -3.64 -0.05 -0.69
C13 -2.97 0.95 0.00
O3 -3.48 1.59 1.09
C14 -4.77 1.25 1.54
C15 2.00 0.38 0.49
C16 2.92 1.28 -0.08
C17 4.16 0.86 -0.49
O4 5.11 1.66 -1.03
C18 4.85 3.04 -1.13
C19 4.52 -0.52 -0.38
O5 5.76 -0.83 -0.82
C20 6.18 -2.17 -0.71
C21 3.62 -1.40 0.17
C22 2.36 -0.97 0.61
C23 1.46 -1.96 1.19
O6 1.72 -3.15 1.29
H1 -2.48 -3.47 1.65
H2 -2.31 -1.89 0.86
H3 -1.31 -3.24 0.34
H4 -1.16 -1.93 3.10
H5 -0.14 -3.27 2.52
H6 -1.07 0.11 1.92
H7 -1.71 3.99 -0.82
H8 -0.86 4.37 0.70
H9 -2.52 3.71 0.74
H10 -0.09 0.98 -1.77
H11 -1.28 -0.83 -2.98
H12 -5.12 -2.93 -2.85
H13 -5.63 -1.34 -2.23
H14 -4.91 -2.55 -1.12
H15 -4.63 -0.34 -0.39
H16 -5.53 1.45 0.78
H17 -4.95 1.89 2.40
H18 -4.83 0.20 1.85
H19 2.64 2.32 -0.14
H20 4.01 3.24 -1.81
H21 4.63 3.48 -0.15
H22 5.75 3.48 -1.53
H23 7.20 -2.19 -1.11
H24 5.55 -2.84 -1.29
H25 6.20 -2.50 0.33
H26 3.84 -2.45 0.28

* spin multiplicity: 1
* Kohn-Sham gap: 7.9 eV

=====

#ii
Formula: C23H26N2O6
Source: the Open Molecules 2025 dataset
Level of theory: wB97M-V/def2-TZVPD

Geometry (Å):
C1 7.80 1.35 -0.11
C2 6.44 0.95 -0.68
O1 5.75 0.25 0.33
C3 4.51 -0.25 0.05
C4 3.83 -0.10 -1.15
C5 2.57 -0.65 -1.32
C6 1.97 -1.36 -0.30
O2 0.73 -1.94 -0.36
C7 0.06 -1.97 -1.59
C8 -1.16 -2.89 -1.45
C9 -2.27 -2.25 -0.65
O3 -3.32 -1.90 -1.11
O4 -1.96 -2.14 0.65
C10 -3.01 -1.68 1.49
C11 -3.56 -0.29 1.14
O5 -4.73 -0.04 1.35
N1 -2.68 0.57 0.54
C12 -1.37 0.72 1.00
C13 -1.00 0.48 2.32
C14 0.31 0.69 2.73
C15 1.26 1.18 1.84
C16 0.89 1.47 0.54
C17 -0.41 1.25 0.12
N2 -0.82 1.56 -1.17
C18 -2.11 1.80 -1.52
O6 -2.39 2.19 -2.63
C19 -3.16 1.59 -0.41
C20 -4.46 1.17 -1.10
C21 -3.34 2.94 0.31
C22 2.65 -1.52 0.91
C23 3.90 -0.97 1.09
H1 8.36 1.90 -0.86
H2 7.66 1.98 0.77
H3 8.35 0.46 0.18
H4 5.88 1.85 -0.97
H5 6.57 0.31 -1.56
H6 4.27 0.44 -1.97
H7 2.08 -0.51 -2.27
H8 0.72 -2.37 -2.38
H9 -0.26 -0.96 -1.89
H10 -1.55 -3.12 -2.44
H11 -0.84 -3.80 -0.94
H12 -2.62 -1.73 2.51
H13 -3.87 -2.36 1.41
H14 -1.74 0.16 3.03
H15 0.58 0.48 3.75
H16 2.27 1.34 2.16
H17 1.61 1.87 -0.15
H18 -0.11 1.82 -1.84
H19 -5.31 1.27 -0.43
H20 -4.60 1.81 -1.97
H21 -4.39 0.14 -1.44
H22 -3.65 3.70 -0.41
H23 -4.10 2.84 1.07
H24 -2.40 3.26 0.77
H25 2.17 -2.07 1.70
H26 4.43 -1.09 2.02

* spin multiplicity: 1
* Kohn-Sham gap: 8.7 eV

=====

It is #i that is the least stable of them.